Formula: C28H78O16
Source: OMol25
Level of theory: ωB97M-V/def2-TZVPD

ORCA input file:
```
! wB97M-V def2-TZVPD RIJCOSX def2/J DEFGRID3
* xyz 0 1
C 2.63351 7.21707 -7.46145
C 3.05346 6.52508 -6.14170
C 1.93707 5.73145 -5.48256
O 4.20847 5.71635 -6.39427
H 3.51459 7.51946 -8.02745
H 2.03783 8.12216 -7.34283
H 2.09536 6.52098 -8.10483
H 3.38393 7.34878 -5.50894
H 1.51721 4.93438 -6.09615
H 1.05098 6.34222 -5.30960
H 2.28500 5.36050 -4.51848
H 4.05053 5.29618 -7.24286
C -5.01316 2.12174 -4.53074
C -5.12964 0.73570 -3.91184
C -6.31062 -0.04378 -4.57912
O -4.02099 -0.04784 -4.18899
H -4.14512 2.61845 -4.09730
H -5.88286 2.75520 -4.35621
H -4.98455 2.08696 -5.61981
H -5.32068 0.75149 -2.83883
H -7.22651 0.40432 -4.19382
H -6.31190 -1.12257 -4.42324
H -6.30973 0.03197 -5.66648
H -3.32470 0.30117 -3.62776
C -1.30161 -1.83415 7.97889
C -1.54013 -1.40821 9.42202
C -2.70955 -0.40768 9.53924
O -1.95108 -2.59047 10.13755
H -2.18969 -2.26011 7.51202
H -0.52844 -2.60048 7.92375
H -0.93215 -0.98899 7.39811
H -0.60233 -1.02973 9.82869
H -2.71341 0.42456 8.83534
H -2.81039 0.16897 10.45870
H -3.67241 -0.88569 9.35892
H -2.83224 -2.79321 9.81495
C 3.67166 4.80516 2.30902
C 3.60886 4.74199 0.75257
C 4.74871 3.91200 0.17886
O 2.34090 4.14953 0.45932
H 3.42637 3.85530 2.78410
H 2.88689 5.43319 2.73070
H 4.59393 5.31977 2.57864
H 3.57430 5.75221 0.34470
H 5.72979 4.34058 0.38359
H 4.63669 3.67649 -0.87948
H 4.73175 2.90729 0.60121
H 1.71784 4.87962 0.43996
C 4.43764 -2.66847 -6.81023
C 3.44179 -1.70626 -7.42309
C 2.91942 -0.47520 -6.57545
O 4.03554 -1.01244 -8.51161
H 4.63029 -3.48318 -7.50825
H 4.00668 -3.13881 -5.92640
H 5.32973 -2.06605 -6.63890
H 2.60891 -2.27045 -7.84272
H 3.76941 0.10963 -6.22390
H 2.37231 -0.64152 -5.64749
H 2.25837 0.14657 -7.17921
H 4.33094 -1.64303 -9.17243
C 8.70675 -1.05369 2.61881
C 7.59579 -2.08276 2.80206
C 6.61035 -1.79162 3.94798
O 6.76745 -1.84997 1.66395
H 9.42147 -1.20309 1.80952
H 9.27610 -1.09194 3.54751
H 8.33578 -0.02878 2.62486
H 7.87293 -3.12915 2.67412
H 6.19060 -0.79117 3.84314
H 7.19581 -1.75926 4.86683
H 5.81339 -2.51643 4.11417
H 6.08493 -2.52504 1.65701
O -4.04572 -7.71875 -2.15502
C -3.92172 -6.27080 -2.30621
C -4.80294 -5.63062 -1.20821
O -4.15903 -5.62818 0.04604
H -4.66624 -8.06828 -2.79875
H -2.91728 -5.84749 -2.30255
H -4.15875 -5.94250 -3.31820
H -5.75652 -6.15089 -1.11822
H -4.93902 -4.57631 -1.44907
H -4.44572 -6.45942 0.43134
O 0.11635 0.10394 -0.73655
C 0.43952 -1.04597 0.07762
C 0.03886 -0.73145 1.53728
O 0.84646 0.17783 2.19367
H 0.73019 0.80476 -0.50491
H -0.05808 -1.98311 -0.17192
H 1.48392 -1.35384 0.02735
H 0.11501 -1.63825 2.13729
H -1.01104 -0.43895 1.55292
H 0.70752 1.02606 1.76611
O 2.68902 -9.11226 2.65285
C 2.40680 -8.42672 1.42618
C 2.36332 -6.91301 1.66036
O 3.69895 -6.36009 1.72501
H 3.37438 -8.60244 3.09097
H 3.10135 -8.63785 0.61309
H 1.45396 -8.83495 1.08921
H 1.75966 -6.58506 2.50661
H 1.83094 -6.42135 0.84615
H 4.10760 -6.94669 2.36572
O -2.10230 6.53992 -0.11824
C -3.55118 6.51186 -0.23743
C -3.90581 5.20119 0.44746
O -5.28687 4.97300 0.18801
H -1.91003 7.45839 -0.32085
H -4.00586 7.39055 0.22001
H -3.87493 6.46478 -1.27717
H -3.67530 5.19340 1.51278
H -3.32238 4.33960 0.12286
H -5.60478 4.34818 0.84385
O -8.51815 -0.85276 5.21112
C -7.24062 -0.92963 4.65686
C -6.59646 0.41603 4.85822
O -7.23752 1.41017 4.06002
H -9.02816 -0.23067 4.68720
H -6.60721 -1.59222 5.24666
H -7.31866 -1.34213 3.65095
H -5.61634 0.43966 4.38188
H -6.53954 0.70803 5.90684
H -8.12389 1.64169 4.34695
*
```

As for the energy relative to the best compared isomer or geometry (same formula, charge and spin): 103.5 kcal/mol. The calculation puts the HOMO energy at -0.3599 Eh. The SMILES is CC(C)O.CC(C)O.CC(C)O.CC(C)O.CC(C)O.CC(C)O.OCCO.OCCO.OCCO.OCCO.OCCO. As for the gap between HOMO and LUMO: 9.96 eV.